Here is C67H133F12HgN9O15S4 as an isolated structure at a distorted geometry from the Open Molecules 2025 dataset. Energies are from ωB97M-V with the def2-TZVPD basis set.

Properties
Relative energy (zero: lowest compared OMol25 entry of this formula, charge and spin): 159.5 kJ/mol
E_HOMO: -7.83 eV
Max |F|: 0.1592 Eh/bohr
LUMO: -1.56 eV
DFT total energy: -195865.224 eV

CARTESIAN COORDINATES (ANGSTROEM)
Hg (5.7636, 28.2290, 1.7106)
S (4.3315, 25.1431, 0.8389)
S (7.9662, 29.9283, 2.8743)
S (7.7479, 27.8923, 4.5579)
S (6.8716, 24.9781, 0.8560)
F (9.0439, 25.9483, -0.3644)
F (9.4060, 25.2566, 1.6145)
F (2.8808, 24.5591, -1.3935)
F (5.4415, 26.5161, 4.8392)
F (8.4632, 27.2283, 1.3418)
F (6.4064, 32.0659, 3.6363)
F (6.8537, 26.2540, 6.5276)
F (7.5186, 31.1545, 5.2349)
F (8.4558, 32.3602, 3.7006)
F (5.7910, 28.2648, 6.2815)
F (4.5232, 25.9783, -1.5634)
F (2.7170, 26.6939, -0.7393)
O (2.9604, 19.1219, 4.5921)
O (6.8262, 24.2602, -0.4402)
O (4.5178, 23.6698, 0.8776)
O (3.4280, 25.6560, 1.8946)
O (10.3973, 33.1020, 9.1396)
O (9.4515, 29.8594, 2.8047)
O (4.3688, 28.6929, -0.1954)
O (3.6733, 28.1784, 3.2295)
O (7.2821, 30.0820, 1.6257)
O (9.8049, 34.8488, 6.5127)
O (10.1228, 24.6777, 12.6631)
O (11.6753, 33.8594, -1.4029)
O (8.6351, 28.6756, 5.3644)
O (7.0739, 24.1915, 2.0853)
O (8.4472, 26.7086, 4.0218)
N (6.9338, 28.6446, 3.4866)
N (2.6735, 29.1354, 3.4990)
N (9.0854, 36.0031, 6.5836)
N (5.8438, 26.1073, 0.9963)
N (11.1842, 34.6462, -0.2445)
N (11.1996, 31.9531, 8.7491)
N (5.0849, 29.7778, -0.6492)
N (3.5209, 20.3848, 5.0191)
N (9.5110, 24.0736, 11.5973)
C (6.9485, 28.2581, -1.4169)
C (11.7019, 31.3389, 9.9699)
C (8.5555, 24.0483, 9.3677)
C (9.2903, 21.9537, 13.0119)
C (11.3651, 37.1197, 6.3603)
C (5.2325, 22.8318, 5.3961)
C (5.9711, 29.4345, -1.8275)
C (7.3713, 23.1858, 9.7270)
C (2.7485, 29.7389, 4.8185)
C (4.0851, 31.3214, 0.9170)
C (10.5959, 32.0308, 6.3467)
C (3.3650, 31.4633, -1.3443)
C (5.8678, 19.6927, 5.4788)
C (12.6238, 30.1826, 9.6250)
C (7.7351, 38.3565, 7.3508)
C (8.5484, 23.0354, 12.1176)
C (0.2052, 29.8771, 3.2189)
C (5.0439, 29.2169, -3.1015)
C (9.2385, 24.9331, 10.4096)
C (0.2811, 30.3524, 4.6858)
C (2.1926, 21.5291, 3.2806)
C (9.8655, 32.6531, 0.6714)
C (9.2110, 30.4658, 7.8997)
C (7.8479, 22.3495, 10.9189)
C (9.9333, 37.1179, 7.0379)
C (4.1579, 19.6425, 7.3469)
C (4.0123, 22.8236, 4.4610)
C (10.5908, 34.6050, 2.0899)
C (4.6224, 20.3364, 5.9952)
C (10.5779, 25.4191, 9.8387)
C (6.4169, 31.9833, -2.1209)
C (8.5742, 25.9491, 0.8297)
C (12.5280, 32.3943, 10.7510)
C (8.2223, 26.0722, 10.7089)
C (12.3154, 33.0583, 1.2296)
C (11.1552, 36.6785, -1.4777)
C (5.0053, 21.7589, 6.5166)
C (4.5516, 31.1275, -0.4774)
C (1.3389, 28.7421, 2.9795)
C (4.5237, 20.9496, 2.7175)
C (9.8213, 36.4992, 0.6263)
C (7.4024, 35.2069, 8.4142)
C (10.6511, 30.9038, 10.9854)
C (2.6568, 28.6594, 5.9720)
C (1.6522, 30.8571, 4.9883)
C (5.6691, 32.1361, -0.7611)
C (0.7220, 27.3840, 3.6363)
C (11.6120, 29.9645, 7.3204)
C (9.1225, 38.4517, 6.7362)
C (9.0421, 35.1892, -1.4701)
C (7.0786, 34.8156, 5.8519)
C (6.3225, 27.1651, 5.6680)
C (7.5085, 31.4791, 3.9473)
C (3.6011, 21.3942, 3.9400)
C (12.0597, 29.1768, 8.5794)
C (10.2127, 35.6848, -0.6489)
C (6.8929, 30.5695, -2.2546)
C (9.4372, 35.6964, 1.8581)
C (7.6943, 35.8020, 6.9883)
C (7.4042, 23.5882, 13.0144)
C (10.9581, 33.7493, 0.9083)
C (6.9478, 37.1474, 6.7381)
C (3.5218, 25.6222, -0.8381)
C (10.1649, 37.1263, 8.5962)
C (1.4212, 28.6834, 1.4730)
C (10.6012, 31.1213, 7.6375)
C (4.0756, 30.5753, 4.7616)
H (-0.5183, 31.0455, 4.9476)
H (-0.0057, 29.5930, 5.4132)
H (9.4537, 36.2553, 2.7937)
H (11.1242, 26.0748, 10.5167)
H (8.6649, 30.1650, 7.0056)
H (12.0472, 33.3157, 11.0793)
H (8.8627, 33.0578, 0.5347)
H (4.2308, 23.4955, 3.6311)
H (8.4431, 35.2619, 1.7523)
H (-0.7889, 29.5894, 2.8767)
H (7.8802, 23.9083, 13.9413)
H (5.6922, 18.6699, 5.1455)
H (10.3865, 33.8176, 2.8154)
H (9.9628, 34.8204, 5.5662)
H (4.2206, 31.2380, 5.6148)
H (4.2847, 21.4047, 1.7563)
H (12.6695, 29.5927, 10.5404)
H (6.1696, 22.5274, 4.9300)
H (2.0568, 20.6261, 2.6854)
H (7.9613, 26.7543, 9.8999)
H (1.3811, 26.5523, 3.3871)
H (7.3629, 35.2690, 4.9023)
H (2.7901, 30.6068, -1.6966)
H (0.6605, 27.5035, 4.7179)
H (3.6977, 31.9690, -2.2508)
H (1.4446, 21.5902, 4.0710)
H (6.7945, 37.3315, 5.6748)
H (12.5990, 32.4893, 0.3443)
H (7.4972, 28.2893, -0.4756)
H (7.1022, 22.5423, 8.8895)
H (8.5503, 26.7024, 11.5356)
H (7.2055, 39.2977, 7.4981)
H (13.2648, 32.7377, 10.0247)
H (7.7936, 35.8912, 9.1671)
H (6.7123, 22.7826, 13.2602)
H (5.9504, 37.1230, 7.1770)
H (9.7965, 31.5643, 11.1323)
H (9.2151, 29.5793, 8.5340)
H (10.4542, 26.2693, 9.1680)
H (0.4244, 30.7349, 2.5830)
H (12.8564, 28.4923, 8.2881)
H (4.2668, 28.4647, -2.9656)
H (9.6278, 39.3036, 7.1913)
H (12.0940, 32.3769, 2.0510)
H (8.1841, 35.8497, -1.3451)
H (-0.2910, 27.2053, 3.2758)
H (6.3731, 32.0077, 0.0611)
H (12.5098, 30.3789, 6.8617)
H (11.1443, 29.1941, 6.7074)
H (11.9315, 37.0931, -0.8345)
H (7.8744, 30.6637, -1.7900)
H (7.3494, 32.5441, -2.1840)
H (9.3015, 35.0318, -2.5170)
H (8.7347, 21.2700, 13.6536)
H (13.5762, 30.5775, 9.2712)
H (5.9187, 21.5994, 7.0896)
H (11.2806, 28.6332, 9.1137)
H (7.4530, 33.7932, 5.8007)
H (8.9906, 38.5826, 5.6621)
H (5.4141, 23.8605, 5.7071)
H (9.7017, 32.1618, 1.6305)
H (8.4412, 21.5187, 10.5370)
H (11.2266, 37.2084, 8.8287)
H (9.8632, 36.1793, 9.0438)
H (10.6122, 37.2402, 0.7424)
H (7.7170, 28.1327, -2.1796)
H (12.8718, 31.7542, 11.5635)
H (6.3332, 35.2880, 8.6099)
H (10.8534, 33.7571, 8.6062)
H (8.5481, 34.3053, -1.0669)
H (7.0354, 30.6073, -3.3345)
H (11.9977, 37.9276, 6.7280)
H (5.7622, 32.3301, -2.9204)
H (5.5489, 21.3019, 2.8322)
H (10.6646, 31.5008, 5.3967)
H (9.8548, 22.5081, 13.7616)
H (7.9185, 34.2558, 8.5448)
H (13.0486, 33.8349, 1.4478)
H (2.0267, 19.2528, 4.7730)
H (6.5614, 19.4793, 6.2922)
H (12.6195, 33.7703, -1.2541)
H (1.6917, 28.7144, 6.4756)
H (10.4652, 37.4299, -1.8615)
H (3.2439, 30.6488, 1.0845)
H (4.1765, 22.1702, 7.0928)
H (8.5019, 31.1962, 8.2895)
H (9.6400, 32.5545, 6.3322)
H (10.1563, 30.0607, 10.5032)
H (6.9313, 21.8247, 11.1880)
H (11.3862, 35.2117, 2.5229)
H (11.0171, 24.3316, 12.6181)
H (11.9217, 36.1825, 6.3667)
H (3.2416, 28.9814, 6.8336)
H (2.8913, 27.6097, 5.7950)
H (2.6372, 32.1336, -0.8870)
H (6.3149, 27.3855, -1.2574)
H (4.1226, 31.1603, 3.8431)
H (3.3802, 20.2750, 7.7750)
H (10.8937, 30.5525, 11.9884)
H (7.2336, 25.7248, 11.0088)
H (6.8293, 24.4144, 12.5962)
H (6.0091, 34.6688, 6.0029)
H (5.3551, 33.1755, -0.6655)
H (3.6452, 32.3037, 1.0894)
H (2.2207, 28.0019, 1.1824)
H (1.7033, 31.2003, 6.0216)
H (4.4220, 30.0348, -3.4652)
H (11.3322, 32.8343, 6.3691)
H (6.2387, 20.2061, 4.5917)
H (6.5091, 23.8195, 9.9350)
H (10.0910, 31.7813, 0.0571)
H (4.4813, 19.8777, 2.5246)
H (4.8934, 31.1748, 1.6334)
H (11.2273, 37.3939, 5.3144)
H (5.6880, 28.7960, -3.8736)
H (0.5320, 28.1779, 1.0962)
H (3.5711, 28.7811, -0.7222)
H (8.1673, 24.7558, 8.6349)
H (9.3425, 23.4319, 8.9330)
H (9.9716, 21.3231, 12.4407)
H (3.1575, 23.3346, 4.9041)
H (2.0375, 22.4249, 2.6792)
H (1.4623, 29.6072, 0.8959)
H (3.2902, 27.3405, 3.4988)
H (11.2782, 24.6329, 9.5565)
H (1.8441, 31.8016, 4.4791)
H (5.0036, 19.5860, 8.0322)
H (5.0267, 30.0437, 4.7324)
H (8.9569, 37.1131, 0.3731)
H (11.5823, 36.2190, -2.3690)
H (3.6878, 18.6651, 7.2383)
H (9.7478, 37.9962, 9.1035)
H (7.8448, 38.1196, 8.4091)